(1)
Entry from the Open Molecules 2025 dataset: a molecular structure, C3H5O3Rh at a distorted geometry (the ωB97M-V functional and the def2-TZVPD basis).

The geometry in XYZ format:
```
12
Properties=species:S:1:pos:R:3:mulliken_charge:R:1
Rh -0.3151 -2.2942 2.6589 1.529
O -0.4925 -3.4962 1.1180 -0.420
O 0.5715 -1.0360 0.9705 -0.229
O 1.4294 -0.8794 2.8196 -0.288
C 1.5260 -0.3296 1.6371 0.362
C 0.0944 -2.9842 -0.3113 -0.221
C 0.8058 -1.6925 -0.1936 0.062
H 0.0113 -3.3853 -1.3375 0.481
H 1.8841 -0.3760 3.5159 0.437
H 1.8431 -1.6416 -0.5416 0.538
H 0.7157 -3.8040 0.1269 0.367
H -0.4253 -1.7111 -0.8314 0.383
```

lowest unoccupied orbital energy (alpha / beta)	-0.5746 / -0.7241	Eh
energy above the lowest of the compared OMol25 structures with the same formula, charge and spin	35.3	kcal per mole
DFT total energy	-451.6982	a.u.
HOMO level (alpha / beta)	-25.200 / -25.015	eV
total charge	+3
multiplicity	6

=====

(2)
Entry from the Open Molecules 2025 dataset: a single C4H9NO2 molecule (the ωB97M-V functional and the def2-TZVPD basis).

The geometry in XYZ format:
```
16
Properties=species:S:1:pos:R:3:mulliken_charge:R:1
O -1.2071 -1.5577 -0.0576 -0.553
O -0.0897 0.9707 1.2298 -0.360
N 0.9159 0.0926 -0.6463 -0.431
C 0.9717 0.6362 0.4933 0.179
C -1.9123 -0.6176 0.7107 -0.397
C -1.3888 0.8083 0.6348 -0.535
C 2.1632 -0.2421 -1.2995 -0.882
H -2.0407 1.4682 1.2147 0.312
H -1.9059 -0.9374 1.7623 0.283
H -2.9639 -0.5813 0.3827 0.274
H 2.2952 -1.3299 -1.2958 0.263
H -0.5486 -1.0678 -0.5818 0.435
H 1.8964 0.8971 1.0183 0.383
H 2.1251 0.0816 -2.3430 0.284
H 3.0405 0.2162 -0.8210 0.336
H -1.3508 1.1631 -0.4016 0.409
```

lowest unoccupied orbital energy	0.0370	Eh
energy above the lowest of the compared OMol25 structures with the same formula, charge and spin	43.0	kcal per mole
SMILES	C/N=C/OCCO
DFT total energy	-363.0170	a.u.
HOMO level	-9.671	eV